Record 1
The following is a DFT calculation (ωB97M-V/def2-TZVPD) of a molecular structure, C5H8O.

Geometry as XYZ:
```
14
Properties=species:S:1:pos:R:3
C 0.38 -1.21 -0.41
C 0.25 -0.54 0.97
C 0.45 0.96 0.71
C -0.28 1.01 -0.65
C -0.91 -0.40 -0.57
O -1.20 -0.64 0.84
H 1.21 -0.92 -1.05
H 0.22 -2.29 -0.37
H 0.67 -0.97 1.88
H -0.07 1.54 1.48
H 1.49 1.29 0.67
H -0.95 1.86 -0.81
H 0.47 0.96 -1.45
H -1.73 -0.64 -1.25
```

Relative energy (zero: lowest compared OMol25 entry of this formula, charge and spin) (eV): 1.656
Kohn-Sham gap (eV): 10.8
HOMO level (eV): -9.660
E_tot (Eh): -270.4971
Maximum force (eV/A): 0.542

Record 2
The following is a DFT calculation (ωB97M-V/def2-TZVPD) of C5H8O in the gas phase at a distorted geometry.

Geometry as XYZ:
```
14
Properties=species:S:1:pos:R:3
C -0.38 2.04 0.17
C 0.09 0.88 0.72
O -0.28 0.54 2.04
C 0.65 -0.29 -0.15
C -0.25 -1.06 -0.81
C 0.31 -1.94 -1.86
H -0.11 2.98 0.61
H -1.12 2.10 -0.66
H -0.46 1.35 2.43
H 1.63 -0.80 0.26
H -1.33 -1.05 -0.87
H 1.36 -2.17 -1.85
H 0.02 -1.62 -2.91
H -0.26 -2.83 -1.75
```

SMILES: C=C(O)/C=C/C
Relative energy (zero: lowest compared OMol25 entry of this formula, charge and spin) (eV): 4.323
Kohn-Sham gap (eV): 8.5
HOMO level (eV): -7.861
E_tot (Eh): -270.3990
Maximum force (eV/A): 4.282

Record 3
The following is a DFT calculation (ωB97M-V/def2-TZVPD) of C5H8O in the gas phase at a distorted geometry.

Geometry as XYZ:
```
14
Properties=species:S:1:pos:R:3
C -1.14 -0.97 -0.46
C -0.58 0.42 -0.61
C -0.17 1.22 0.60
C 0.89 0.65 -0.29
C 1.53 -0.51 0.48
O 2.29 -1.34 0.05
H -0.76 -1.43 0.46
H -2.24 -0.96 -0.39
H -0.86 -1.62 -1.29
H -1.01 0.96 -1.47
H -0.12 0.63 1.54
H -0.41 2.26 0.77
H 1.55 1.23 -0.94
H 1.06 -0.49 1.56
```

SMILES: C[C@H]1C[C@H]1C=O
Relative energy (zero: lowest compared OMol25 entry of this formula, charge and spin) (eV): 1.721
Kohn-Sham gap (eV): 10.9
HOMO level (eV): -9.826
E_tot (Eh): -270.4946
Maximum force (eV/A): 1.936

Record 4
The following is a DFT calculation (ωB97M-V/def2-TZVPD) of C5H8O in the gas phase.

Geometry as XYZ:
```
14
Properties=species:S:1:pos:R:3
C -0.99 0.24 1.47
C -0.55 0.07 0.03
C 0.57 0.92 -0.51
C 1.14 -0.24 -1.27
C 0.40 -1.32 -0.70
O 0.08 -2.47 -0.99
H -1.70 -0.51 1.80
H -0.15 0.27 2.18
H -1.49 1.22 1.53
H -1.41 0.04 -0.64
H 0.20 1.69 -1.20
H 1.23 1.40 0.22
H 1.70 -0.21 -2.21
H 0.97 -1.08 0.31
```

Relative energy (zero: lowest compared OMol25 entry of this formula, charge and spin) (eV): 4.431
Kohn-Sham gap (spin up / spin down) (eV): 8.1 / 8.1
HOMO level (spin up / spin down) (eV): -8.525 / -8.525
E_tot (Eh): -270.3951
Maximum force (eV/A): 0.395

Record 5
The following is a DFT calculation (ωB97M-V/def2-TZVPD) of C5H8O in the gas phase at a distorted geometry.

Geometry as XYZ:
```
14
Properties=species:S:1:pos:R:3
C 2.05 -0.21 -0.34
C 1.62 0.92 -0.08
C 0.28 1.24 0.44
C -0.47 -0.15 0.45
C -1.52 -0.24 -0.63
O 0.44 -1.32 0.09
H 2.73 -0.95 -0.66
H -0.23 1.98 -0.21
H 0.34 1.71 1.43
H -0.83 -0.39 1.45
H -1.07 0.03 -1.59
H -1.86 -1.27 -0.69
H -2.39 0.42 -0.47
H 0.89 -1.79 0.81
```

SMILES: C#CC[C@@H](C)O
Relative energy (zero: lowest compared OMol25 entry of this formula, charge and spin) (eV): 3.932
Kohn-Sham gap (eV): 9.2
HOMO level (eV): -8.454
E_tot (Eh): -270.4134
Maximum force (eV/A): 2.231

Record 6
The following is a DFT calculation (ωB97M-V/def2-TZVPD) of a molecular structure, C5H8O at a distorted geometry.

Geometry as XYZ:
```
14
Properties=species:S:1:pos:R:3
C 0.33 -1.05 -0.39
C -1.06 -0.42 -0.31
C -0.91 0.68 0.69
O 0.00 0.53 1.71
C 0.71 1.18 0.65
C 1.32 0.12 -0.26
H 0.47 -1.63 -1.31
H 0.45 -1.73 0.46
H -1.39 -0.02 -1.28
H -1.83 -1.12 0.03
H -1.76 1.30 0.98
H -0.17 1.79 0.13
H 1.55 0.59 -1.22
H 2.29 -0.22 0.14
```

Relative energy (zero: lowest compared OMol25 entry of this formula, charge and spin) (eV): 3.835
Kohn-Sham gap (eV): 9.4
HOMO level (eV): -8.372
E_tot (Eh): -270.4170
Maximum force (eV/A): 1.673

Record 7
The following is a DFT calculation (ωB97M-V/def2-TZVPD) of C5H8O in the gas phase at a distorted geometry.

Geometry as XYZ:
```
14
Properties=species:S:1:pos:R:3
C -1.51 -1.17 -1.48
C -0.48 -0.24 -1.07
C 0.31 0.68 -1.05
C 1.34 1.46 -0.41
O 1.52 1.11 1.03
C 1.18 -0.16 1.47
H -2.45 -0.96 -0.98
H -1.68 -1.06 -2.56
H -1.26 -2.21 -1.30
H 1.08 2.52 -0.38
H 2.32 1.31 -0.88
H 2.00 -0.89 1.40
H 0.75 -0.04 2.47
H 0.41 -0.60 0.79
```

SMILES: CC#CCOC
Relative energy (zero: lowest compared OMol25 entry of this formula, charge and spin) (eV): 3.042
Kohn-Sham gap (eV): 10.3
HOMO level (eV): -9.483
E_tot (Eh): -270.4461
Maximum force (eV/A): 1.591

Record 8
The following is a DFT calculation (ωB97M-V/def2-TZVPD) of 2 unconnected molecules or ions with the total composition C5H8O at a distorted geometry.

Geometry as XYZ:
```
14
Properties=species:S:1:pos:R:3
C 1.05 -1.94 0.28
C 1.91 -1.00 0.03
O 2.79 -0.27 -0.24
H 0.11 -1.74 0.74
H 1.39 -2.95 0.12
C 0.02 1.34 0.90
C -0.36 1.04 -0.33
C -1.65 0.41 -0.72
H -0.65 1.22 1.75
H 0.99 1.79 1.10
H 0.32 1.22 -1.16
H -2.10 1.20 -1.36
H -1.54 -0.55 -1.27
H -2.30 0.24 0.15
```

SMILES: C=C=O.C=CC
Relative energy (zero: lowest compared OMol25 entry of this formula, charge and spin) (eV): 1.956
Kohn-Sham gap (eV): 10.2
HOMO level (eV): -9.247
E_tot (Eh): -270.4860
Maximum force (eV/A): 1.749

Record 9
The following is a DFT calculation (ωB97M-V/def2-TZVPD) of C5H8O in the gas phase.

Geometry as XYZ:
```
14
Properties=species:S:1:pos:R:3
C 1.24 3.33 0.27
C 0.97 2.18 0.49
C 0.25 0.94 0.81
O 0.24 0.03 -0.25
C -0.55 -1.11 0.03
C -0.39 -2.09 -1.12
H 1.30 4.37 0.08
H 0.60 0.48 1.75
H -0.76 1.33 1.02
H -0.21 -1.58 0.97
H -1.61 -0.85 0.16
H -1.01 -2.98 -0.93
H -0.71 -1.64 -2.06
H 0.65 -2.41 -1.22
```

SMILES: C#CCOCC
Relative energy (zero: lowest compared OMol25 entry of this formula, charge and spin) (eV): 2.737
Kohn-Sham gap (eV): 10.8
HOMO level (eV): -9.805
E_tot (Eh): -270.4573
Maximum force (eV/A): 0.554

Record 10
The following is a DFT calculation (ωB97M-V/def2-TZVPD) of a molecular structure, C5H8O.

Geometry as XYZ:
```
14
Properties=species:S:1:pos:R:3
C -1.57 -0.30 -0.67
C -0.66 -0.47 0.54
O 0.10 -1.51 0.54
C 0.36 1.25 0.49
C 1.52 0.70 0.02
C 2.20 -0.32 -0.26
H -0.97 -0.27 -1.58
H -2.23 -1.17 -0.74
H -2.19 0.60 -0.60
H -1.11 -0.21 1.51
H 1.26 -1.15 0.04
H -0.25 1.85 -0.19
H 0.37 1.62 1.51
H 3.18 -0.63 -0.59
```

Relative energy (zero: lowest compared OMol25 entry of this formula, charge and spin) (eV): 3.895
Kohn-Sham gap (eV): 10.3
HOMO level (eV): -9.523
E_tot (Eh): -270.4147
Maximum force (eV/A): 0.513

- What is the relative energy (zero: lowest compared OMol25 entry of this formula, charge and spin) in the first record?
  1.656 eV